No. 1
# C26H62N6O10

A 8-piece molecular cluster, C26H62N6O10 overall (the ωB97M-V functional and the def2-TZVPD basis, OMol25).

CARTESIAN COORDINATES (ANGSTROEM)
H 21.24 -19.08 2.76
O 17.68 -21.84 4.98
H 12.46 -22.77 7.09
H 13.66 -19.00 5.03
H 18.37 -20.98 2.26
C 14.64 -22.28 10.18
H 12.06 -18.40 5.30
H 20.45 -17.07 5.93
H 11.00 -22.79 6.12
H 19.89 -16.04 10.31
H 15.94 -24.42 4.60
H 20.69 -23.77 9.75
H 17.31 -23.59 8.49
H 17.01 -19.98 5.96
H 18.09 -20.36 3.93
H 21.25 -18.41 6.65
H 14.53 -18.77 12.16
H 14.86 -14.31 7.01
C 19.45 -22.19 8.99
C 19.71 -15.36 9.49
C 14.51 -21.12 11.11
N 16.11 -23.44 4.70
O 16.26 -18.49 3.14
H 16.55 -12.20 5.72
H 13.21 -14.48 8.73
C 15.57 -12.47 7.60
C 13.77 -18.81 11.38
H 20.27 -15.46 7.43
O 13.10 -20.07 7.81
O 19.60 -18.12 8.94
C 18.44 -24.02 4.35
C 12.69 -19.98 6.66
H 20.52 -23.73 7.99
C 16.84 -19.52 2.38
H 16.92 -16.24 8.53
H 16.95 -19.21 1.33
H 17.90 -17.24 3.52
H 17.05 -13.69 6.55
C 18.16 -20.09 2.87
H 17.09 -16.97 1.99
C 11.60 -22.17 6.78
C 20.31 -17.86 6.68
C 19.97 -23.60 8.94
N 14.72 -13.52 7.64
H 11.03 -21.89 7.67
H 18.07 -25.03 4.52
H 17.61 -12.10 7.10
C 15.98 -16.89 6.77
H 14.51 -22.12 4.33
H 16.18 -17.98 5.11
C 20.41 -19.62 3.22
H 12.66 -13.04 7.87
H 15.16 -16.51 8.73
H 13.64 -12.86 9.31
H 11.78 -20.86 5.10
H 18.66 -15.03 9.51
N 16.26 -18.03 6.12
H 18.18 -24.50 7.21
H 13.66 -20.02 9.63
N 12.04 -20.99 6.06
H 18.78 -19.94 10.54
O 19.21 -19.15 2.70
H 16.09 -19.71 7.38
C 16.82 -19.22 6.72
H 15.70 -22.50 10.04
H 19.53 -18.55 6.40
H 20.29 -21.48 8.92
H 13.88 -17.93 10.75
H 20.32 -14.46 9.60
H 17.70 -19.02 7.32
H 16.29 -17.85 8.73
C 16.08 -16.88 8.28
H 12.80 -18.80 11.86
H 17.26 -25.36 8.47
C 17.40 -23.00 4.71
C 17.89 -24.49 8.27
H 14.21 -22.10 9.19
O 19.00 -24.60 9.12
C 16.76 -12.65 6.69
H 17.18 -20.75 10.76
H 20.47 -19.48 4.31
H 15.36 -21.84 5.83
C 19.98 -17.35 8.07
N 20.03 -16.01 8.24
H 20.57 -20.69 3.04
H 16.13 -20.35 2.38
N 13.95 -20.01 10.59
C 18.09 -20.70 10.17
O 14.90 -21.20 12.27
H 13.44 -18.01 6.44
O 18.71 -21.98 10.17
C 12.94 -18.75 5.82
H 19.36 -23.85 4.89
C 16.92 -17.24 3.04
O 15.67 -15.85 6.18
C 13.51 -13.47 8.42
H 14.28 -23.25 5.67
H 16.27 -16.48 3.48
H 18.82 -22.01 8.10
H 14.18 -23.16 10.63
C 15.01 -22.63 5.16
H 17.81 -20.39 9.15
H 18.65 -23.97 3.28
O 15.39 -11.44 8.22

## Properties
E_tot: -2108.83298 hartree
Kohn-Sham gap: 8.98 eV
highest occupied orbital energy: -8.90 eV
SMILES: CNC(C)=O.CNC(C)=O.CNC(C)=O.CNC(C)=O.CNC(C)=O.CNC(C)=O.COCCOC.COCCOC
largest force on an atom: 0.98 eV/A



No. 2
# C26H62O24

A 11-piece molecular cluster, C26H62O24 overall at a distorted geometry (the ωB97M-V functional and the def2-TZVPD basis, OMol25).

CARTESIAN COORDINATES (ANGSTROEM)
H 2.84 0.45 0.24
H 0.92 -3.88 3.80
H -4.92 1.20 1.24
H 1.90 -1.33 5.20
C 4.70 1.46 0.35
O 4.37 -3.63 1.65
H 0.21 4.02 -0.17
O 3.00 1.22 2.04
C -4.03 4.76 -0.92
O 0.15 -3.31 3.89
O 1.01 2.35 0.61
O -6.84 0.74 2.07
H -5.88 1.53 -0.91
H 1.87 3.03 -1.86
O 2.86 4.61 0.33
H 0.54 4.09 -2.40
H -5.14 -0.93 5.28
H 0.09 1.83 -1.68
H -0.37 -3.12 -3.09
H 4.27 -2.99 -0.30
C 3.60 0.60 1.01
O -3.29 5.84 -0.52
H 1.96 -2.10 -1.84
C -1.36 -2.99 0.37
H -1.25 -5.34 -4.49
O -3.55 -2.35 1.27
C 1.69 3.41 -4.08
O 1.05 -0.81 -1.14
H -0.13 -1.31 3.86
C -0.43 -4.82 -4.00
H 2.35 -0.74 3.62
H 1.10 -5.48 -5.50
C -0.23 -2.58 -0.24
C 1.96 -1.61 4.15
H -3.72 2.58 4.12
H 0.90 -3.81 -5.42
O -7.85 1.28 -0.56
O 2.06 -4.73 -3.94
H 4.31 -0.97 -1.55
C 0.59 -2.05 3.51
H -2.22 3.74 -1.85
O -2.66 3.01 -0.05
H 2.93 1.89 -3.96
H 2.41 -1.18 -3.83
H 4.76 -0.20 -3.15
H -2.59 -1.21 4.05
H -0.15 3.89 1.55
H -4.07 0.64 2.98
O -0.92 -3.53 -3.76
H -0.25 -5.43 -3.12
O 3.10 0.52 -2.28
H -6.44 2.77 0.11
H -2.80 -0.40 5.58
H 3.86 -2.22 -3.98
H -3.69 2.93 -1.93
H 5.35 0.78 -0.19
H 2.84 -2.55 0.68
H 0.63 -3.23 -0.36
C -6.57 1.71 -0.09
O -3.89 1.82 4.68
C -3.30 -0.61 4.64
C 0.63 3.73 0.80
H 2.54 -4.72 -0.87
H -8.35 1.07 0.23
H 3.86 -2.16 4.09
H 0.22 1.92 0.30
C 2.94 -4.69 0.14
H 1.31 5.68 1.06
C 1.11 3.18 -2.62
O 4.15 2.41 -0.49
C -2.44 -1.98 0.74
O 2.92 2.77 -4.35
H -4.91 4.53 -0.33
H 3.88 1.87 -1.24
C 3.97 -0.61 -2.52
O 3.03 -2.56 3.82
H -5.74 -0.15 0.59
C -1.17 -0.18 -0.22
O -1.05 1.05 -0.52
H 1.04 -4.71 0.79
C -2.33 -0.67 0.53
H -2.44 0.94 3.44
H 2.35 1.80 1.64
H 2.03 4.58 2.22
C 0.97 -4.68 -4.77
C 3.56 -3.34 0.44
H 0.58 -1.96 2.42
C -5.92 0.84 1.01
C 1.73 4.68 1.17
H 3.89 -3.33 2.43
C 3.19 -1.70 -3.29
H 2.34 0.19 -1.80
C 0.01 -1.19 -0.61
H -6.36 0.73 2.90
H 0.95 3.13 -4.82
O 0.32 2.05 -2.59
H 3.27 3.74 0.38
H -3.14 0.03 0.69
H -2.09 2.29 -0.34
H 5.32 1.99 1.07
H -4.45 5.15 -1.86
H 3.94 -0.38 1.36
H -2.84 5.57 0.29
H 3.66 -5.50 0.06
O 1.85 -5.18 0.99
H 1.88 4.47 -4.25
O -1.48 -4.28 0.47
C -3.43 0.74 3.85
H 2.03 -3.93 -3.42
C -3.11 3.55 -1.25
O -4.43 -1.42 4.87
O 2.57 -2.61 -2.37

## Properties
E_tot: -2833.34805 hartree
Kohn-Sham gap (alpha / beta): 1.94 / 3.89 eV
net charge: -3
multiplicity: 2
highest occupied orbital energy (alpha / beta): 3.64 / 1.68 eV
largest force on an atom: 7.42 eV/A
expectation value of S²: 0.776